<P>
The following is a DFT calculation (ωB97M-V/def2-TZVPD) of the ion C3H10NO with charge +1.

Geometry as XYZ:
```
15
Properties=species:S:1:pos:R:3:nbo_charge:R:1
O 1.053 2.413 0.934 -0.684
N -0.639 -0.725 -0.169 -0.494
C -0.015 1.512 0.785 -0.083
C -0.181 -2.065 -0.654 -0.419
C 0.447 0.320 -0.073 -0.248
H 0.871 -2.179 -0.421 0.240
H -1.085 -0.790 0.741 0.438
H -0.861 1.960 0.252 0.175
H 1.039 3.077 0.231 0.487
H -0.341 -2.160 -1.723 0.244
H 0.762 0.689 -1.048 0.233
H -0.301 1.246 1.803 0.200
H 1.335 -0.174 0.317 0.231
H -1.313 -0.300 -0.812 0.439
H -0.770 -2.825 -0.162 0.243
```

Its total charge is +1. The value obtained for the HOMO-LUMO gap is 11.33 eV. As for the structure (SMILES): C[NH2+]CCO.


<Q>
The following is a DFT calculation (ωB97M-V/def2-TZVPD) of a cluster of 2 separate species, C3H10NO in total.

Geometry as XYZ:
```
15
Properties=species:S:1:pos:R:3:nbo_charge:R:1
O 0.374 -1.633 -0.312 -0.767
N -0.067 0.805 -1.113 -0.770
C -1.247 1.149 -0.212 -0.059
C -1.058 2.102 0.698 -0.330
C 1.214 -1.966 0.778 -0.253
H 2.009 -1.175 0.637 0.183
H 0.648 -1.747 1.661 0.188
H -1.881 2.300 1.265 0.232
H 0.443 -0.177 -0.916 0.492
H 1.567 -3.083 0.768 0.215
H -0.123 2.648 0.883 0.224
H -0.324 0.936 -2.123 0.447
H -2.234 0.795 -0.588 0.249
H -0.140 -2.402 -0.589 0.510
H 0.820 1.448 -0.838 0.440
```

Its total charge is +1. The value obtained for the HOMO-LUMO gap is 11.67 eV.


Which structure is most stable, and how do the rest compare? From most to least stable: <P>, <Q>.


<P>
The following is a DFT calculation (ωB97M-V/def2-TZVPD) of a cluster of 2 separate species, C3H10NO in total.

Geometry as XYZ:
```
15
Properties=species:S:1:pos:R:3:nbo_charge:R:1
O -0.822 0.721 -1.305 -0.777
N 0.798 -0.331 0.558 -0.707
C -0.202 -1.146 1.225 -0.076
C -0.253 2.043 -1.494 -0.265
C 0.045 -2.365 1.653 -0.319
H 0.787 2.030 -1.153 0.166
H 1.031 -2.799 1.554 0.216
H -0.774 -2.916 2.060 0.248
H -1.174 -0.686 1.309 0.240
H -0.842 2.771 -0.956 0.197
H -0.233 2.312 -2.547 0.206
H 1.029 0.540 1.034 0.437
H -1.518 0.647 -1.972 0.512
H 1.690 -0.810 0.403 0.439
H 0.439 -0.012 -0.368 0.481
```

Its total charge is +1. The value obtained for the HOMO-LUMO gap is 11.90 eV.


<Q>
The following is a DFT calculation (ωB97M-V/def2-TZVPD) of a cluster of 2 separate species, C3H10NO in total.

Geometry as XYZ:
```
15
Properties=species:S:1:pos:R:3:nbo_charge:R:1
O 1.327 0.863 -2.177 -0.967
N 0.605 -0.847 0.006 -0.715
C -0.533 -0.097 2.160 -0.670
C -1.535 0.237 -0.119 -0.357
C -0.573 -0.166 0.669 0.140
H 0.445 0.112 2.569 0.234
H 1.104 -0.105 -0.499 0.477
H 0.258 -1.489 -0.701 0.440
H 1.947 1.548 -2.474 0.513
H 1.187 -1.326 0.680 0.442
H -2.373 0.748 0.323 0.242
H -0.875 -1.051 2.549 0.248
H 1.583 0.024 -2.568 0.480
H -1.614 0.106 -1.179 0.229
H -1.135 0.756 2.451 0.265
```

Its total charge is +1. The value obtained for the HOMO-LUMO gap is 11.24 eV.


Which structure is most stable, and how do the rest compare? From most to least stable: <Q>, <P>.


<P>
The following is a DFT calculation (ωB97M-V/def2-TZVPD) of the molecule C4H5ClN2O.

Geometry as XYZ:
```
13
Properties=species:S:1:pos:R:3:nbo_charge:R:1
Cl 0.052 -1.313 1.585 -0.033
O -0.074 1.719 1.570 -0.244
N 2.369 1.751 -2.006 -0.320
N 1.122 1.824 1.263 0.134
C 1.187 -1.227 -0.972 -0.623
C 0.635 -0.345 0.171 -0.234
C 1.642 0.693 0.551 -0.133
C 2.184 1.468 -0.915 0.242
H 2.621 0.496 0.990 0.276
H 1.695 -0.519 -1.582 0.240
H -0.246 0.156 -0.220 0.244
H 0.481 -1.948 -1.324 0.240
H 2.145 -1.913 -0.710 0.211
```

The value obtained for the HOMO-LUMO gap is 9.08 eV. As for the structure (SMILES): C[C@@H](Cl)[C@@H](C#N)N=O.


<Q>
The following is a DFT calculation (ωB97M-V/def2-TZVPD) of the molecule C4H5ClN2O.

Geometry as XYZ:
```
13
Properties=species:S:1:pos:R:3:nbo_charge:R:1
Cl -2.978 -0.643 -0.053 0.084
O 0.682 -0.536 1.765 -0.632
N 0.032 1.870 -0.328 -0.048
N 0.840 1.042 0.127 -0.232
C -1.629 0.275 -0.031 -0.183
C -1.331 1.469 -0.470 -0.273
C 1.174 -1.264 -0.528 -0.683
C 0.588 -0.267 0.455 0.542
H 1.972 -0.705 -1.095 0.246
H 0.488 0.280 2.151 0.486
H 1.680 -2.083 -0.018 0.240
H -1.939 2.236 -0.814 0.205
H 0.421 -1.673 -1.161 0.248
```

The value obtained for the HOMO-LUMO gap is 8.12 eV.


<R>
The following is a DFT calculation (ωB97M-V/def2-TZVPD) of the molecule C4H5ClN2O.

Geometry as XYZ:
```
13
Properties=species:S:1:pos:R:3:nbo_charge:R:1
Cl 0.184 -0.134 3.083 0.016
O -1.492 1.083 -0.482 -0.388
N -0.858 0.846 -1.771 -0.169
N 0.979 -0.375 -0.754 -0.593
C 0.226 0.117 -1.767 0.174
C 1.023 -0.074 1.621 -0.280
C 0.296 -0.048 0.469 0.105
C -1.186 -0.019 0.394 -0.146
H 0.420 -0.206 -2.727 0.199
H 1.931 -0.563 -0.758 0.419
H 2.110 0.114 1.734 0.227
H -1.873 0.205 1.220 0.248
H -1.760 -0.946 -0.264 0.190
```

The value obtained for the HOMO-LUMO gap is 8.97 eV. As for the structure (SMILES): Cl/C=C1\CON=CN1.


Which structure is most stable, and how do the rest compare? From most to least stable: <R>, <P>, <Q>.